Entry from OMol25: a cluster of 2 separate species, C5H10N2O in total (wB97M-V/def2-TZVPD).

```
! wB97M-V def2-TZVPD RIJCOSX def2/J DEFGRID3
* xyz 0 1
C 1.190 -1.253 1.684
C -0.269 -1.587 -0.175
O -0.106 -1.139 1.128
N -1.350 -1.858 -0.726
H -2.182 -1.649 -0.182
H 0.662 -1.718 -0.727
H 1.926 -0.761 1.042
H 1.156 -0.765 2.660
H 1.475 -2.301 1.819
C -1.027 1.303 -0.250
C -0.081 1.549 -1.325
C 1.218 1.733 -1.122
N -2.253 1.152 -0.515
H -2.845 0.966 0.291
H -0.560 1.134 0.773
H -0.515 1.600 -2.316
H 1.911 1.912 -1.930
H 1.649 1.679 -0.131
*
```

Calculated values
- LUMO energy (eV) = 0.6918
- Kohn-Sham gap (eV) = 10.6
- E_HOMO (eV) = -9.9
- structure (SMILES) = [H]/N=C/C=C.[H]/N=C\OC

=====

Entry from OMol25: the molecule C5H10N2O (wB97M-V/def2-TZVPD).

```
! wB97M-V def2-TZVPD RIJCOSX def2/J DEFGRID3
* xyz 0 1
C 1.469 -1.878 -0.389
C 1.305 1.907 0.379
C 0.358 0.783 0.431
C -0.915 0.472 0.480
N -2.085 1.186 0.491
C -1.006 -1.012 -0.087
O 0.943 -0.569 -0.332
N -1.884 -1.333 -0.992
H -2.013 2.164 0.736
H -2.900 0.590 0.367
H -1.944 -0.581 -1.687
H -0.854 -1.723 0.734
H 1.336 -2.383 0.573
H 2.536 -1.811 -0.613
H 0.994 -2.423 -1.210
H 2.176 1.701 1.012
H 0.820 2.819 0.744
H 1.664 2.092 -0.638
*
```

Calculated values
- LUMO energy (eV) = 0.8016
- Kohn-Sham gap (eV) = 8.9
- E_HOMO (eV) = -8.1
- structure (SMILES) = [H]/N=C\C(N)=C(\C)OC

=====

Entry from OMol25: a cluster of 3 separate species, C5H10N2O in total (wB97M-V/def2-TZVPD).

```
! wB97M-V def2-TZVPD RIJCOSX def2/J DEFGRID3
* xyz 0 1
C -2.030 -0.420 -0.163
C -1.329 -1.494 0.228
N -2.507 0.566 0.669
C -0.123 1.646 -1.390
N -0.599 2.535 -0.851
H -2.301 -0.284 -1.201
H -2.157 0.534 1.615
H -2.518 1.500 0.282
H 1.197 -1.554 0.276
H -1.173 -2.313 -0.452
H -1.200 -1.709 1.278
C 2.452 0.285 0.624
C 1.926 -0.808 -0.250
O 2.223 -0.986 -1.395
H 0.436 0.838 -1.829
H 1.607 0.844 1.030
H 2.995 -0.140 1.474
H 3.102 0.959 0.057
*
```

Calculated values
- LUMO energy (eV) = 0.9495
- Kohn-Sham gap (eV) = 9.4
- E_HOMO (eV) = -8.5
- structure (SMILES) = C=CN.CC=O.C#N

=====

Entry from OMol25: the molecule C5H10N2O (wB97M-V/def2-TZVPD).

```
! wB97M-V def2-TZVPD RIJCOSX def2/J DEFGRID3
* xyz 0 1
O -0.585 1.455 -1.475
C -0.852 2.042 -0.451
C -0.576 1.495 0.945
C 0.614 0.543 1.142
C 0.312 -0.928 0.929
N 0.452 -2.037 -2.488
C 0.387 -2.102 -1.233
N -0.284 -1.220 -0.392
H -1.462 2.967 -0.470
H -0.576 2.382 1.576
H -1.517 0.935 1.051
H 0.963 0.735 2.131
H 1.445 0.859 0.505
H 1.314 -1.382 0.899
H -0.189 -1.416 1.767
H 0.027 -1.206 -2.897
H 1.029 -2.786 -0.696
H -0.502 -0.338 -0.841
*
```

Calculated values
- LUMO energy (eV) = 0.6482
- Kohn-Sham gap (eV) = 9.5
- E_HOMO (eV) = -8.9
- structure (SMILES) = [H]/N=C\NCCCC=O

=====

Entry from OMol25: the molecule C5H10N2O (wB97M-V/def2-TZVPD).

```
! wB97M-V def2-TZVPD RIJCOSX def2/J DEFGRID3
* xyz 0 1
C -2.005 -0.044 -0.371
C -0.853 -1.133 -0.391
C 0.562 -0.630 -0.827
C 1.248 -0.009 1.399
C 2.042 0.887 0.432
H -2.775 1.330 0.969
H -2.943 -0.627 -0.248
H -1.893 0.807 -1.260
H -1.051 -2.038 -0.958
H -0.479 -1.645 0.573
H 1.574 0.376 -2.301
H 1.652 -0.578 2.182
H 0.059 0.060 1.520
H 1.291 1.748 0.031
H 3.202 1.392 0.192
N 0.632 -0.095 -1.996
N 1.621 -0.508 0.157
O -1.885 0.706 0.898
*
```

Calculated values
- LUMO energy (eV) = 0.6421
- Kohn-Sham gap (eV) = 9.8
- E_HOMO (eV) = -9.1
- structure (SMILES) = [H]/N=C(/CCO)N1CC1

=====

Entry from OMol25: the molecule C5H10N2O2 (wB97M-V/def2-TZVPD).

```
! wB97M-V def2-TZVPD RIJCOSX def2/J DEFGRID3
* xyz 0 1
C -1.738 0.405 0.053
C -2.014 0.195 -1.281
C 1.163 -0.225 -0.333
C 1.361 2.005 0.205
C 0.054 -2.075 0.766
N -0.690 1.089 0.480
N 0.533 0.845 0.129
O 2.465 -0.096 -0.614
O 0.529 -1.477 -0.519
H -2.590 0.165 0.775
H -1.168 0.390 -1.845
H -2.943 -0.287 -1.594
H 0.729 2.507 0.960
H 2.386 1.662 0.554
H 1.483 2.628 -0.732
H -0.935 -1.837 0.891
H 0.476 -1.581 1.630
H 0.450 -3.088 0.832
H 2.824 -0.921 -0.657
*
```

Calculated values
- LUMO energy (spin up / spin down) (eV) = 0.4606 / 0.4606
- Kohn-Sham gap (spin up / spin down) (eV) = 7.2 / 7.2
- E_HOMO (spin up / spin down) (eV) = -6.7 / -6.7

=====

Entry from OMol25: the molecule C5H10N2O2 (wB97M-V/def2-TZVPD).

```
! wB97M-V def2-TZVPD RIJCOSX def2/J DEFGRID3
* xyz 0 1
C 0.428 0.059 0.334
C 0.115 -0.081 -1.156
C 1.680 0.913 0.577
C 0.601 -1.299 1.033
C -1.395 -0.300 -1.383
O -1.875 -1.412 -0.786
N -0.791 0.749 0.957
N -1.008 1.911 0.572
O -2.073 0.286 -2.214
H -2.784 -1.495 -1.139
H -1.885 2.294 0.953
H 0.357 0.851 -1.682
H 0.666 -0.903 -1.625
H 1.605 1.896 0.101
H 1.839 1.075 1.649
H 0.228 -1.270 2.063
H 0.068 -2.101 0.516
H 1.655 -1.596 1.069
H 2.570 0.425 0.162
*
```

Calculated values
- LUMO energy (eV) = 0.7401
- Kohn-Sham gap (eV) = 9.8
- E_HOMO (eV) = -9.0
- structure (SMILES) = [H]/N=N/C(C)(C)CC(=O)O

=====

Entry from OMol25: a structure of composition C5H10N2O2P (wB97M-V/def2-TZVPD).

```
! wB97M-V def2-TZVPD RIJCOSX def2/J DEFGRID3
* xyz 1 1
C 0.093 -0.810 -1.646
C -0.930 -0.120 -0.820
C -0.194 -2.221 -2.008
C -0.114 0.606 2.263
C 1.899 1.296 -0.051
N -3.188 -0.052 -0.242
N -2.115 -0.003 -0.710
O 0.858 -0.132 -2.271
O 1.189 -1.268 0.957
P 0.819 0.102 0.800
H -0.917 -2.255 -2.857
H 0.557 -2.780 -2.424
H -0.478 -2.814 -1.204
H -0.426 1.575 2.348
H -0.994 0.076 2.363
H 0.475 0.346 3.064
H 1.460 2.317 0.135
H 2.914 1.177 0.399
H 2.071 0.986 -0.992
H -3.888 0.556 -0.647
*
```

Calculated values
- LUMO energy (spin up / spin down) (eV) = -5.6636 / -5.6634
- Kohn-Sham gap (spin up / spin down) (eV) = 8.7 / 8.7
- E_HOMO (spin up / spin down) (eV) = -14.3 / -14.3

=====

Entry from OMol25: a cluster of 2 separate species, C5H10N2O4 in total (wB97M-V/def2-TZVPD).

```
! wB97M-V def2-TZVPD RIJCOSX def2/J DEFGRID3
* xyz 0 1
C -2.994 -0.022 0.024
C -0.133 -0.215 -1.229
C 2.062 0.219 1.963
C 1.525 0.613 0.599
C 0.706 -0.434 -0.223
N -3.867 -0.074 -0.772
N -0.788 -1.208 -1.966
O -2.221 0.069 0.867
O -0.390 0.984 -1.748
O 0.842 1.903 0.502
O 0.983 -1.742 0.154
H 2.623 1.137 2.287
H 1.441 0.015 2.752
H 2.827 -0.587 1.841
H 2.482 0.732 -0.008
H -0.324 1.584 -0.974
H -3.990 -0.237 -1.683
H -0.466 -2.067 -2.190
H -1.539 -0.737 -2.377
H 0.146 1.797 1.078
H 1.075 -1.732 1.100
*
```

Calculated values
- LUMO energy (eV) = 0.6319
- Kohn-Sham gap (eV) = 7.9
- E_HOMO (eV) = -7.3
- structure (SMILES) = C[C@H](O)/C(O)=C(/N)O.N=C=O

=====

Entry from OMol25: the molecule C5H10N2O5 (wB97M-V/def2-TZVPD).

```
! wB97M-V def2-TZVPD RIJCOSX def2/J DEFGRID3
* xyz 0 1
C 1.254 -1.589 0.881
C -1.677 0.412 1.165
C 1.580 -0.197 0.410
C -1.155 -0.254 -0.091
C 0.258 0.318 -0.574
N 0.278 1.822 -0.499
N 0.697 -0.138 -1.949
O 0.690 2.387 0.508
O -0.181 2.357 -1.478
O 1.617 0.482 -2.416
O 0.176 -1.186 -2.256
O -2.035 0.021 -1.172
H 2.018 -2.065 1.535
H 1.171 -2.228 -0.005
H 0.294 -1.644 1.530
H -0.954 1.160 1.396
H -2.659 0.764 0.994
H -1.814 -0.145 2.079
H 2.391 -0.159 -0.375
H 1.698 0.522 1.199
H -1.038 -1.380 0.053
H -2.610 0.741 -0.936
*
```

Calculated values
- LUMO energy (eV) = -0.2141
- Kohn-Sham gap (eV) = 10.7
- E_HOMO (eV) = -10.9
- structure (SMILES) = CCC([C@@H](C)O)([N+](=O)[O-])[N+](=O)[O-]

=====

Entry from OMol25: the ion C5H10N2P with charge +1 (wB97M-V/def2-TZVPD).

```
! wB97M-V def2-TZVPD RIJCOSX def2/J DEFGRID3
* xyz 1 1
C 0.242 0.785 0.337
C 1.001 -1.089 1.759
C -0.838 2.143 -1.312
C 0.358 -1.795 0.563
C -0.863 -0.772 -1.848
N 0.653 0.408 1.555
N -0.562 1.809 -0.091
P 0.578 -0.631 -0.846
H 0.817 -1.320 2.832
H 2.063 -1.339 1.593
H -0.116 2.072 -2.149
H -1.647 2.878 -1.473
H 1.140 -2.502 0.255
H -0.590 -2.224 0.571
H -1.223 -1.806 -1.917
H -1.092 0.004 -2.559
H 1.194 1.030 2.116
H -1.115 2.349 0.616
*
```

Calculated values
- LUMO energy (spin up / spin down) (eV) = -4.3815 / -4.9342
- Kohn-Sham gap (spin up / spin down) (eV) = 7.5 / 7.2
- E_HOMO (spin up / spin down) (eV) = -11.9 / -12.1
- structure (SMILES) = C=[NH+]C1=P(=C)CCN1

=====

Entry from OMol25: the molecule C5H10N2S (wB97M-V/def2-TZVPD).

```
! wB97M-V def2-TZVPD RIJCOSX def2/J DEFGRID3
* xyz 0 1
C -0.281 2.163 0.150
C 0.514 0.929 -0.210
C 0.756 -1.209 -0.381
C -0.205 -0.408 0.162
C 0.079 -0.587 1.679
H -1.007 1.980 1.136
H -0.882 2.251 -0.810
H 0.437 3.214 0.503
H 2.636 -0.823 -1.104
H 0.708 -2.305 0.003
H 0.540 -1.400 -1.529
H 1.026 -0.474 1.925
H -0.324 -1.550 1.942
H -0.620 -0.046 2.444
H -2.381 -1.827 -0.487
N 1.674 0.711 -0.491
N 1.959 -0.643 -0.241
S -1.921 -0.301 -0.456
*
```

Calculated values
- LUMO energy (eV) = 0.4679
- Kohn-Sham gap (eV) = 9.5
- E_HOMO (eV) = -9.0
- structure (SMILES) = CC1=NNC[C@]1(C)S